Entry from the Open Molecules 2025 dataset: a gas-phase ion, C4H10N3O (charge +1) (the ωB97M-V functional and the def2-TZVPD basis).

XYZ file:
```
18
C4H10N3O | the Open Molecules 2025 dataset | the ωB97M-V functional and the def2-TZVPD basis
C 2.301 0.345 -0.626
N 1.919 -0.724 0.207
C 0.617 -0.630 1.006
N -0.408 -1.240 0.350
C -1.636 -0.777 -0.001
O -2.524 -1.507 -0.468
C -1.792 0.675 0.159
N -2.889 1.428 0.031
H 1.838 0.371 -1.673
H 2.098 1.330 -0.071
H 3.339 0.264 -0.868
H 2.826 -0.833 0.745
H 2.037 -1.559 -0.470
H 0.370 0.328 1.307
H -0.358 -2.252 0.327
H -0.944 1.260 0.275
H -2.953 2.464 -0.180
H -3.842 1.057 -0.050
```

The net charge is +1. Its orbital gap (spin up / spin down) is 5.9 / 8.8 eV. For the highest occupied orbital energy (spin up / spin down), the calculation gives -10.949 / -12.658 eV. Its multiplicity is 1. The LUMO energy (spin up / spin down) is -5.029 / -3.884 eV. For the energy above the lowest of the compared OMol25 structures with the same formula, charge and spin, the calculation gives 87.54 kcal/mol. Its largest force on an atom is 0.107 Eh/bohr. Its SMILES is C[NH2+]/C=[NH+]/C([O-])=C/N.

---

Entry from the Open Molecules 2025 dataset: a single C10H18Br4O molecule (the ωB97M-V functional and the def2-TZVPD basis).

XYZ file:
```
33
C10H18Br4O | the Open Molecules 2025 dataset | the ωB97M-V functional and the def2-TZVPD basis
C -0.644 3.410 1.797
C 0.146 2.284 2.396
O -0.850 1.298 2.487
C -0.242 0.005 2.831
C 0.185 -0.844 1.731
Br 1.524 -2.087 2.449
C -0.965 -1.705 1.053
Br -1.902 -3.001 2.138
C -0.288 -2.468 -0.203
C 0.377 -1.681 -1.368
C -0.413 -0.423 -1.780
C 0.046 -0.048 -3.172
Br -0.215 -1.521 -4.476
C 1.479 0.525 -3.278
Br 1.581 1.466 -4.994
H -0.145 4.319 1.553
H -1.067 3.085 0.791
H -1.555 3.584 2.390
H 0.995 1.961 1.869
H 0.522 2.552 3.387
H -0.894 -0.665 3.349
H 0.629 0.188 3.426
H 0.667 -0.267 0.881
H -1.698 -1.084 0.501
H -1.079 -3.077 -0.624
H 0.462 -3.174 0.178
H 1.407 -1.344 -1.168
H 0.427 -2.461 -2.090
H -1.499 -0.707 -1.839
H -0.411 0.355 -0.996
H -0.642 0.735 -3.489
H 2.197 -0.312 -3.327
H 1.863 1.105 -2.404
```

Its orbital gap is 10.5 eV. For the highest occupied orbital energy, the calculation gives -10.113 eV. Its multiplicity is 1. The LUMO energy is 0.390 eV. Its largest force on an atom is 0.071 Eh/bohr. Its SMILES is CCOC[C@@H](Br)[C@H](Br)CCC[C@H](Br)CBr.

---

Entry from the Open Molecules 2025 dataset: a single C2H2 molecule (the ωB97M-V functional and the def2-TZVPD basis).

XYZ file:
```
4
C2H2 | the Open Molecules 2025 dataset | the ωB97M-V functional and the def2-TZVPD basis
C -0.601 0.070 -0.021
C 0.587 -0.137 0.002
H -1.628 -0.017 0.083
H 1.708 0.415 0.030
```

Its orbital gap is 12.0 eV. For the highest occupied orbital energy, the calculation gives -10.761 eV. Its multiplicity is 1. The LUMO energy is 1.285 eV. For the energy above the lowest of the compared OMol25 structures with the same formula, charge and spin, the calculation gives 17.87 kcal/mol. Its largest force on an atom is 0.098 Eh/bohr. Its SMILES is C#C.

---

Entry from the Open Molecules 2025 dataset: 2 unconnected molecules or ions with the total composition C6H12O (the ωB97M-V functional and the def2-TZVPD basis).

XYZ file:
```
19
C6H12O | the Open Molecules 2025 dataset | the ωB97M-V functional and the def2-TZVPD basis
C -0.246 1.145 3.088
C 0.542 1.303 1.814
C 1.448 2.342 1.650
C 0.923 -1.085 -1.261
C 0.873 0.127 -0.392
C 0.558 0.161 0.947
H 0.024 0.299 3.740
H -0.092 2.030 3.715
H -1.298 1.141 2.869
H 1.422 3.194 2.310
H 2.197 2.307 0.876
H 0.525 -1.957 -0.723
H 1.923 -1.462 -1.504
H 0.386 -0.897 -2.195
H 1.031 1.089 -0.862
H 0.491 -0.829 1.402
H -3.284 -2.862 -4.446
H -3.447 -3.141 -5.904
O -3.975 -2.904 -5.123
```

The net charge is -1. Its orbital gap (spin up / spin down) is 2.3 / 5.5 eV. For the highest occupied orbital energy (spin up / spin down), the calculation gives 0.594 / -2.779 eV. Its multiplicity is 2. The LUMO energy (spin up / spin down) is 2.844 / 2.753 eV. For the energy above the lowest of the compared OMol25 structures with the same formula, charge and spin, the calculation gives 24.61 kcal/mol. Its largest force on an atom is 0.033 Eh/bohr.